No. 1
{"formula": "CH2Cl2O", "method": "ωB97M-V with the def2-TZVPD basis set", "species": ["C", "O", "Cl", "Cl", "H", "H"], "coordinates": [[-1.888, 0.644, 0.415], [1.731, -0.296, -0.006], [-1.274, -0.798, -0.228], [-1.284, 1.952, -0.348], [0.885, -0.189, 0.368], [1.829, -1.312, -0.200]], "multiplicity": 1, "e_tot_ev": -28158.4820, "molar_mass_g_mol": 100.932}

No. 2
{"formula": "C31H35B2N4O18", "method": "ωB97M-V with the def2-TZVPD basis set", "species": ["N", "H", "H", "H", "H", "O", "C", "O", "B", "O", "C", "O", "O", "C", "O", "C", "O", "O", "O", "C", "O", "B", "O", "C", "O", "O", "C", "O", "C", "O", "O", "C", "C", "C", "O", "C", "H", "H", "H", "H", "H", "H", "H", "H", "C", "C", "C", "O", "C", "H", "H", "H", "H", "H", "H", "H", "H", "N", "C", "C", "C", "C", "C", "H", "H", "H", "H", "H", "N", "C", "C", "C", "C", "C", "H", "H", "H", "H", "H", "N", "C", "C", "C", "C", "C", "H", "H", "H", "H", "H"], "coordinates": [[0.412, -0.789, -0.211], [1.015, 0.020, 0.044], [0.387, -0.814, -1.241], [-0.526, -0.593, 0.175], [0.791, -1.661, 0.204], [-2.703, 1.788, -3.384], [-2.695, 2.608, -2.503], [-3.515, 3.612, -2.333], [-3.167, 4.330, -1.061], [-1.932, 3.689, -0.605], [-1.649, 2.659, -1.361], [-0.774, 1.859, -1.172], [-3.045, 5.776, -1.253], [-3.817, 6.421, -0.382], [-3.788, 7.594, -0.165], [-4.717, 5.356, 0.307], [-4.270, 4.175, -0.109], [-5.521, 5.534, 1.166], [-4.449, 4.481, 3.897], [-3.649, 3.650, 4.193], [-3.321, 2.584, 3.462], [-2.358, 1.760, 4.196], [-2.133, 2.455, 5.477], [-2.905, 3.537, 5.536], [-3.046, 4.265, 6.469], [-1.067, 1.624, 3.462], [-0.850, 0.367, 3.179], [0.045, -0.080, 2.509], [-2.026, -0.462, 3.738], [-2.841, 0.369, 4.349], [-2.135, -1.655, 3.646], [4.477, -0.962, 0.048], [5.672, -1.924, -0.071], [5.314, -2.747, -1.313], [4.042, -2.315, -1.755], [3.979, -0.918, -1.379], [4.757, 0.010, 0.455], [3.679, -1.378, 0.665], [5.874, -2.435, 0.871], [6.587, -1.344, -0.228], [5.338, -3.832, -1.177], [6.063, -2.608, -2.107], [2.932, -0.638, -1.486], [4.562, -0.284, -2.057], [-4.230, -2.449, 0.180], [-4.563, -0.969, -0.040], [-3.213, -0.389, -0.409], [-2.345, -1.028, 0.537], [-2.711, -2.396, 0.521], [-4.328, -3.029, -0.739], [-4.788, -2.973, 0.952], [-5.032, -0.481, 0.812], [-5.308, -0.874, -0.838], [-3.150, 0.691, -0.319], [-2.942, -0.641, -1.444], [-2.465, -2.820, 1.495], [-2.121, -2.949, -0.225], [2.020, 1.554, 0.186], [2.402, 1.838, 1.429], [3.155, 2.945, 1.776], [3.485, 3.855, 0.787], [3.086, 3.577, -0.510], [2.388, 2.406, -0.763], [2.067, 1.157, 2.204], [3.393, 3.135, 2.813], [4.000, 4.786, 0.985], [3.141, 4.334, -1.282], [2.096, 2.222, -1.792], [1.000, -3.376, 0.873], [0.494, -3.826, 2.012], [0.646, -5.151, 2.405], [1.438, -5.978, 1.625], [2.020, -5.490, 0.455], [1.652, -4.218, 0.061], [-0.068, -3.125, 2.623], [0.307, -5.528, 3.361], [1.589, -7.004, 1.940], [2.498, -6.215, -0.191], [2.059, -3.738, -0.824], [0.939, -0.919, -3.086], [0.329, 0.041, -3.767], [0.146, -0.024, -5.144], [0.740, -1.068, -5.835], [1.476, -2.009, -5.131], [1.523, -1.908, -3.748], [-0.207, 0.827, -3.236], [-0.382, 0.733, -5.708], [0.638, -1.164, -6.909], [2.038, -2.793, -5.622], [2.058, -2.651, -3.169]], "multiplicity": 1, "charge": -1, "e_tot_ev": -76896.8064, "molar_mass_g_mol": 773.255}

No. 3
{"formula": "C2H3Na2O2", "method": "ωB97M-V with the def2-TZVPD basis set", "species": ["O", "C", "C", "O", "Na", "H", "H", "Na", "H"], "coordinates": [[-0.271, -2.245, 0.200], [0.290, -1.259, 0.677], [0.700, -0.003, -0.058], [-0.375, 0.871, -0.135], [-0.765, 2.563, 1.318], [1.142, -0.308, -1.031], [1.553, 0.398, 0.532], [-1.273, 1.044, -2.096], [-1.000, -1.060, 0.593]], "multiplicity": 1, "charge": 1, "e_tot_ev": -15040.3607, "molar_mass_g_mol": 105.024}

No. 4
{"formula": "C25H57N8O18PbS2", "method": "ωB97M-V with the def2-TZVPD basis set", "species": ["Pb", "N", "O", "O", "O", "C", "C", "O", "S", "O", "O", "O", "H", "H", "H", "H", "C", "C", "O", "S", "O", "O", "O", "H", "H", "H", "H", "C", "C", "O", "N", "C", "H", "H", "H", "H", "H", "H", "H", "C", "C", "O", "N", "C", "H", "H", "H", "H", "H", "H", "H", "C", "C", "O", "N", "C", "H", "H", "H", "H", "H", "H", "H", "C", "C", "O", "N", "C", "H", "H", "H", "H", "H", "H", "H", "C", "C", "O", "N", "C", "H", "H", "H", "H", "H", "H", "H", "C", "C", "O", "N", "C", "H", "H", "H", "H", "H", "H", "H", "C", "C", "O", "N", "C", "H", "H", "H", "H", "H", "H", "H"], "coordinates": [[0.587, 1.219, -2.769], [-0.168, -0.033, 0.463], [0.410, 0.814, -0.256], [-0.180, 0.111, 1.700], [-0.754, -1.013, -0.047], [-0.801, -3.911, 1.900], [0.359, -3.027, 2.371], [1.329, -3.950, 2.903], [1.222, -5.321, 2.149], [1.505, -6.344, 3.056], [1.910, -5.243, 0.912], [-0.346, -5.261, 1.874], [-1.131, -3.595, 0.912], [-1.665, -3.836, 2.561], [0.084, -2.272, 3.096], [0.837, -2.544, 1.518], [2.807, 1.104, 2.916], [3.788, 1.389, 1.754], [4.719, 0.320, 1.782], [3.866, -0.989, 2.143], [4.705, -1.951, 2.698], [2.984, -1.253, 1.064], [3.060, -0.245, 3.303], [1.781, 1.233, 2.565], [2.962, 1.728, 3.795], [4.260, 2.365, 1.802], [3.234, 1.346, 0.808], [-4.857, -3.337, 2.467], [-3.991, -2.856, 1.337], [-3.793, -3.532, 0.339], [-3.383, -1.658, 1.506], [-3.575, -0.703, 2.571], [-4.342, -3.264, 3.426], [-5.152, -4.370, 2.326], [-5.753, -2.712, 2.515], [-2.674, -1.434, 0.817], [-4.129, 0.189, 2.244], [-2.615, -0.291, 2.894], [-4.108, -1.146, 3.403], [1.462, -3.147, -4.482], [0.939, -2.451, -3.246], [1.047, -1.213, -3.138], [0.248, -3.173, -2.374], [0.025, -4.608, -2.393], [2.119, -2.427, -4.971], [0.631, -3.378, -5.143], [2.080, -4.010, -4.248], [-0.085, -2.656, -1.569], [-1.011, -4.829, -2.149], [0.679, -5.110, -1.673], [0.313, -5.049, -3.345], [4.400, -0.995, -1.866], [4.048, 0.456, -1.889], [2.871, 0.803, -1.820], [5.050, 1.342, -1.936], [4.803, 2.763, -1.832], [4.219, -1.473, -2.830], [3.767, -1.486, -1.131], [5.439, -1.206, -1.610], [5.994, 1.023, -1.811], [4.523, 3.030, -0.810], [4.003, 3.046, -2.508], [5.723, 3.279, -2.093], [-2.146, -0.833, -6.051], [-2.147, -0.740, -4.559], [-1.269, -0.100, -3.986], [-3.102, -1.406, -3.894], [-3.185, -1.430, -2.447], [-3.056, -1.265, -6.461], [-1.318, -1.478, -6.345], [-1.963, 0.169, -6.428], [-3.808, -1.839, -4.463], [-2.176, -1.257, -2.073], [-3.537, -2.386, -2.072], [-3.808, -0.597, -2.115], [1.825, 5.664, -2.108], [1.456, 4.524, -1.207], [1.372, 3.367, -1.606], [1.284, 4.811, 0.088], [0.757, 3.807, 0.999], [2.669, 5.395, -2.741], [2.127, 6.542, -1.536], [0.987, 5.936, -2.748], [1.582, 5.710, 0.420], [0.572, 4.259, 1.972], [1.481, 3.013, 1.201], [-0.144, 3.367, 0.582], [-0.256, -0.385, 5.334], [-0.895, 0.999, 5.321], [-1.315, 1.515, 6.332], [-1.009, 1.592, 4.097], [-1.433, 2.954, 3.963], [-0.221, -0.689, 6.377], [0.720, -0.395, 4.853], [-0.927, -1.121, 4.880], [-0.565, 1.191, 3.288], [-2.407, 3.020, 3.445], [-0.774, 3.562, 3.333], [-1.579, 3.451, 4.916], [-2.907, 1.474, 0.097], [-2.395, 2.345, -1.019], [-1.669, 1.917, -1.929], [-2.669, 3.659, -0.894], [-2.195, 4.704, -1.814], [-2.970, 0.446, -0.251], [-3.891, 1.794, 0.434], [-2.203, 1.540, 0.931], [-2.885, 4.007, 0.025], [-2.704, 4.644, -2.772], [-1.118, 4.644, -1.976], [-2.462, 5.646, -1.343]], "multiplicity": 1, "charge": 1, "e_tot_ev": -102538.9622, "molar_mass_g_mol": 1029.103}

No. 5
{"formula": "C35H33N5O4S2Ti", "method": "ωB97M-V with the def2-TZVPD basis set", "species": ["Ti", "C", "C", "N", "N", "C", "S", "S", "C", "C", "C", "C", "C", "C", "C", "C", "C", "C", "C", "C", "C", "O", "H", "H", "H", "H", "H", "H", "H", "H", "H", "H", "H", "H", "H", "H", "C", "C", "C", "C", "N", "C", "C", "C", "C", "C", "C", "C", "H", "H", "H", "H", "H", "H", "H", "H", "C", "C", "C", "C", "C", "C", "O", "N", "C", "O", "N", "C", "O", "H", "H", "H", "H", "H", "H", "H", "H", "H", "H", "H"], "coordinates": [[-0.085, 0.161, 0.701], [-0.278, -1.346, -2.519], [-0.747, -1.492, -1.094], [-1.521, -0.512, -0.607], [-2.492, -0.876, 0.276], [-2.888, 0.006, 1.124], [-2.215, 1.564, 1.352], [-4.302, -0.476, 2.083], [-5.172, -1.502, 0.822], [-5.675, -0.589, -0.245], [-6.674, 0.331, 0.053], [-7.097, 1.246, -0.891], [-6.520, 1.257, -2.150], [-5.526, 0.345, -2.457], [-5.100, -0.571, -1.510], [-0.640, -2.748, -0.375], [-0.711, -4.028, -0.925], [-0.697, -5.152, -0.118], [-0.631, -5.021, 1.262], [-0.529, -3.768, 1.838], [-0.507, -2.620, 1.041], [-0.318, -1.428, 1.554], [-1.105, -0.994, -3.139], [0.520, -0.608, -2.598], [0.080, -2.302, -2.893], [-4.450, -2.228, 0.450], [-5.979, -1.999, 1.359], [-7.094, 0.344, 1.049], [-7.870, 1.959, -0.641], [-6.830, 1.991, -2.879], [-5.070, 0.353, -3.438], [-4.300, -1.260, -1.740], [-0.829, -4.140, -1.993], [-0.771, -6.134, -0.567], [-0.658, -5.902, 1.889], [-0.469, -3.648, 2.911], [0.059, 0.370, 5.116], [1.346, -0.099, 5.332], [2.198, -0.226, 4.253], [1.739, 0.078, 2.967], [0.478, 0.484, 2.774], [-0.320, 0.652, 3.813], [2.583, -0.038, 1.776], [3.968, 0.094, 1.889], [4.764, 0.055, 0.763], [4.179, -0.151, -0.478], [2.801, -0.280, -0.581], [1.952, -0.204, 0.525], [-0.632, 0.501, 5.933], [1.680, -0.358, 6.328], [3.210, -0.576, 4.398], [-1.317, 1.022, 3.597], [4.422, 0.290, 2.852], [5.834, 0.198, 0.846], [4.801, -0.180, -1.366], [2.379, -0.420, -1.572], [-1.364, 4.850, -0.036], [-0.759, 4.313, -1.327], [0.665, 3.732, -1.131], [1.299, 3.407, -2.496], [2.745, 2.948, -2.332], [1.491, 4.792, -0.420], [1.900, 5.793, -0.973], [1.707, 4.565, 0.901], [1.366, 3.401, 1.646], [1.624, 3.390, 2.831], [0.832, 2.381, 0.962], [0.555, 2.446, -0.326], [0.170, 1.400, -0.887], [-2.388, 5.168, -0.212], [-0.799, 5.708, 0.328], [-1.381, 4.080, 0.733], [-0.686, 5.123, -2.060], [-1.398, 3.520, -1.725], [1.266, 4.304, -3.121], [0.709, 2.618, -2.966], [3.380, 3.797, -2.082], [3.115, 2.497, -3.251], [2.822, 2.209, -1.534], [2.202, 5.282, 1.420]], "multiplicity": 2, "charge": -1, "e_tot_ev": -97262.6370, "molar_mass_g_mol": 699.681}

No. 6
{"formula": "C4H5NS2", "method": "ωB97M-V with the def2-TZVPD basis set", "species": ["C", "C", "C", "C", "N", "S", "S", "H", "H", "H", "H", "H"], "coordinates": [[1.115, -0.521, -0.408], [0.255, -1.493, -0.726], [-0.476, 1.151, 0.350], [0.797, 0.394, 0.813], [-1.667, 0.820, 0.077], [-3.175, 0.632, -0.170], [-1.011, -1.953, 0.357], [1.878, -0.197, -1.069], [0.325, -1.856, -1.736], [-0.279, 2.172, 0.017], [0.565, -0.290, 1.650], [1.674, 1.142, 0.844]], "multiplicity": 1, "e_tot_ev": -27385.5670, "molar_mass_g_mol": 131.225}

No. 7
{"formula": "C22H20ClIO14", "method": "ωB97M-V with the def2-TZVPD basis set", "species": ["O", "C", "C", "C", "C", "O", "C", "C", "C", "C", "C", "I", "C", "Cl", "H", "H", "H", "H", "O", "C", "O", "C", "C", "O", "H", "H", "H", "H", "O", "C", "O", "C", "C", "O", "H", "H", "H", "H", "O", "C", "O", "C", "C", "O", "H", "H", "H", "H", "O", "C", "O", "C", "C", "O", "H", "H", "H", "H"], "coordinates": [[-0.378, -4.177, 1.528], [-0.135, -2.990, 1.415], [1.241, -2.503, 1.218], [1.478, -1.215, 0.986], [0.406, -0.195, 0.893], [0.690, 0.915, 0.492], [-0.988, -0.612, 1.263], [-1.233, -1.978, 1.484], [-2.506, -2.439, 1.782], [-3.555, -1.547, 1.867], [-3.338, -0.190, 1.669], [-4.980, 1.078, 1.841], [-2.060, 0.289, 1.377], [-1.831, 1.980, 1.201], [2.045, -3.226, 1.227], [2.479, -0.850, 0.799], [-2.673, -3.494, 1.943], [-4.552, -1.891, 2.100], [-0.793, 5.210, -4.128], [-0.272, 4.426, -3.399], [0.908, 3.819, -3.645], [1.322, 3.130, -2.457], [0.006, 2.923, -1.733], [-0.777, 4.025, -2.215], [1.827, 2.206, -2.724], [2.006, 3.773, -1.902], [-0.487, 1.993, -2.021], [0.089, 2.964, -0.652], [-5.450, -7.021, 3.095], [-4.287, -7.138, 2.893], [-3.666, -8.301, 2.584], [-2.320, -8.010, 2.189], [-2.068, -6.678, 2.867], [-3.388, -6.125, 2.939], [-1.659, -8.805, 2.521], [-2.285, -7.936, 1.101], [-1.683, -6.794, 3.882], [-1.421, -6.011, 2.306], [4.242, -3.358, 0.217], [4.977, -3.131, 1.124], [6.201, -2.578, 1.009], [6.684, -2.253, 2.318], [5.883, -3.196, 3.197], [4.692, -3.387, 2.422], [7.757, -2.414, 2.363], [6.462, -1.204, 2.520], [6.372, -4.162, 3.327], [5.627, -2.782, 4.168], [-1.510, 11.666, -4.839], [-1.488, 10.479, -4.876], [-1.262, 9.676, -3.811], [-1.537, 8.321, -4.193], [-1.361, 8.373, -5.697], [-1.683, 9.738, -5.992], [-0.850, 7.642, -3.702], [-2.559, 8.076, -3.903], [-0.332, 8.181, -6.002], [-2.029, 7.709, -6.238]], "multiplicity": 1, "e_tot_ev": -72426.3434, "molar_mass_g_mol": 670.745, "smiles": "O=C1C=CC(=O)c2c1ccc(I)c2Cl.O=C1OCCO1.O=C1OCCO1.O=C1OCCO1.O=C1OCCO1"}